Entry 1:
Molecular formula: C4H6N2O2
Method: DFT, ωB97M-V/def2-TZVPD

Geometry as XYZ:
```
14
Properties=species:S:1:pos:R:3:forces:R:3
H -1.210097 2.043322 -0.296069 -0.587 0.241 -0.075
N -0.299186 2.277732 0.069008 1.043 -2.231 -0.087
C 0.263942 1.131518 0.353467 1.118 3.046 0.474
N 1.584329 1.206534 0.841005 -1.082 3.290 -1.043
C -0.476965 -0.130058 0.517284 -0.851 -0.120 -0.986
O -1.564261 -0.407994 -0.294040 0.139 -1.787 -3.385
C -1.056491 -1.484275 -1.223154 3.019 1.759 2.714
C 0.221672 -1.814621 -0.705590 -6.401 1.133 -2.215
O 0.351952 -1.194747 0.465837 3.079 -1.776 1.300
H 2.288840 0.538597 1.157089 -0.997 0.312 -0.472
H 1.759194 2.285810 0.722331 0.506 -3.070 0.710
H -0.952694 -0.140196 1.416658 -0.595 0.497 3.339
H -1.672477 -1.643666 -2.092350 0.263 -0.188 0.065
H 0.762243 -2.667955 -0.931477 1.347 -1.106 -0.340
```
Forces are in eV/Å.

Values from the calculation:
- multiplicity = 1
- LUMO energy (eV) = 0.8
- total charge = 0
- ΔE to the lowest compared entry with this formula, charge and spin (kcal per mole) = 85.08
- structure (SMILES) = [H]/N=C(/N)C1OC=CO1
- frontier orbital gap (eV) = 9.37
- total energy (eV) = -11317.353

natural (NBO) charges, unit e, in atom order: H 0.35; N -0.71; C 0.38; N -0.86; C 0.30; O -0.51; C 0.01; C 0.06; O -0.48; H 0.42; H 0.42; H 0.19; H 0.23; H 0.21

=====

Entry 2:
Molecular formula: C4H6N2O2
Method: DFT, ωB97M-V/def2-TZVPD

Geometry as XYZ:
```
14
Properties=species:S:1:pos:R:3:forces:R:3
C 1.134780 0.179157 -0.045870 0.445 -0.166 -0.663
C -0.716446 1.569706 0.061468 -0.136 -2.820 -0.364
C -1.224493 0.309455 -0.124720 3.749 -1.871 0.643
C 0.033989 -0.534042 -0.218357 -3.555 -1.151 -0.909
H 2.894176 -0.418432 -0.660242 2.611 -1.521 -4.404
H 2.369983 -1.120249 0.830630 0.942 2.218 -2.431
H 1.229587 2.442727 -0.454856 -2.056 -4.399 2.410
H -1.169564 2.477371 0.194000 -0.913 2.029 0.179
H -2.476404 -1.487095 0.752901 0.959 4.587 -2.646
H -0.223488 -1.915637 0.960330 0.524 -1.138 -4.679
N 2.470431 -0.257472 0.140626 -3.622 -0.284 6.810
N 0.632495 1.418827 0.085812 4.215 8.091 -1.600
O -2.397810 -0.245994 0.020462 -2.528 -3.909 1.977
O -0.066159 -1.910734 -0.175832 -0.636 0.334 5.675
```
Forces are in eV/Å.

Values from the calculation:
- multiplicity = 1
- LUMO energy (eV) = -0.6
- total charge = 0
- ΔE to the lowest compared entry with this formula, charge and spin (kcal per mole) = 160.17
- frontier orbital gap (eV) = 7.36
- total energy (eV) = -11314.096

natural (NBO) charges, unit e, in atom order: C 0.18; C -0.14; C 0.20; C 0.13; H 0.37; H 0.38; H 0.38; H 0.21; H 0.41; H 0.45; N -0.81; N -0.47; O -0.63; O -0.65

=====

Entry 3:
Molecular formula: C4H6N2O3
Method: DFT, ωB97M-V/def2-TZVPD

Geometry as XYZ:
```
15
Properties=species:S:1:pos:R:3:forces:R:3
O 0.573194 -1.932287 -2.166276 -0.848 1.605 0.255
C 0.156630 -0.879615 -1.690116 0.649 0.180 -1.622
C -0.225037 0.399058 -2.343713 -0.682 -0.662 -0.973
C -0.729266 1.414355 -1.639521 0.673 -0.295 2.101
N -0.788245 1.373331 -0.237518 1.282 -0.477 0.255
C -0.056661 0.377260 0.420612 -1.493 1.568 2.743
O 0.226415 0.469940 1.638547 -0.310 -0.288 -2.902
N 0.112588 -0.719527 -0.335437 0.557 -0.485 0.979
H -0.238318 0.489864 -3.417073 0.216 -0.229 -0.103
H -1.012156 2.373520 -1.977471 -0.387 0.596 -0.986
H -0.789725 2.211233 0.337155 -0.311 0.037 -0.538
H 0.612969 -1.406957 0.148618 0.662 -1.512 0.862
O 0.573126 -0.506106 4.536701 -2.749 -0.661 1.816
H 0.722622 0.000186 3.778617 0.956 1.202 -2.215
H -0.421680 -0.363186 4.585483 1.785 -0.579 0.331
```
Forces are in eV/Å.

Values from the calculation:
- multiplicity = 1
- LUMO energy (eV) = 0.3
- total charge = 0
- ΔE to the lowest compared entry with this formula, charge and spin (kcal per mole) = 10.50
- structure (SMILES) = O=c1cc[nH]c(=O)[nH]1.O
- frontier orbital gap (eV) = 10.35
- total energy (eV) = -13368.523

natural (NBO) charges, unit e, in atom order: O -0.56; C 0.65; C -0.38; C 0.07; N -0.60; C 0.79; O -0.65; N -0.62; H 0.24; H 0.22; H 0.42; H 0.43; O -0.93; H 0.48; H 0.46

=====

Entry 4:
Molecular formula: C4H6N2O3
Method: DFT, ωB97M-V/def2-TZVPD

Geometry as XYZ:
```
15
Properties=species:S:1:pos:R:3:forces:R:3
O -1.309444 -0.981518 1.105507 0.533 0.490 -0.190
C -0.278819 -0.434632 0.756994 -3.094 0.048 0.229
O 0.816062 -0.945603 1.246547 2.865 -0.132 0.145
N 2.002361 -0.439145 0.636652 0.310 -1.146 0.409
C 1.961118 0.634062 -0.179841 -0.771 0.796 0.843
N 0.976218 1.347511 -0.538914 -0.565 -0.877 -0.073
C -0.303622 0.755343 -0.167584 -1.215 0.773 -0.817
C -1.073738 0.265527 -1.446260 0.562 -0.159 -0.747
O -2.421788 -0.002741 -1.206316 -0.152 0.283 -0.856
H 2.867833 -0.721876 1.118379 -1.200 0.159 -0.259
H 2.934400 0.931421 -0.408964 1.618 0.521 -0.626
H -1.026223 1.523326 0.262586 1.110 -0.863 -0.180
H -0.508487 -0.537902 -1.994852 -0.420 -0.087 0.985
H -1.096698 1.009875 -2.230359 0.319 0.843 0.250
H -2.529159 -0.446318 -0.376698 0.099 -0.649 0.888
```
Forces are in eV/Å.

Values from the calculation:
- multiplicity = 1
- LUMO energy (eV) = 0.4
- total charge = 0
- ΔE to the lowest compared entry with this formula, charge and spin (kcal per mole) = 81.93
- structure (SMILES) = O=C1ONC=N[C@H]1CO
- frontier orbital gap (eV) = 10.01
- total energy (eV) = -13365.426

natural (NBO) charges, unit e, in atom order: O -0.59; C 0.76; O -0.31; N -0.34; C 0.24; N -0.46; C -0.23; C -0.05; O -0.72; H 0.42; H 0.19; H 0.25; H 0.15; H 0.20; H 0.49

=====

Entry 5:
Molecular formula: C4H6N2O3
Method: DFT, ωB97M-V/def2-TZVPD

Geometry as XYZ:
```
15
Properties=species:S:1:pos:R:3:forces:R:3
C -1.532899 0.415801 0.113121 -2.665 3.081 0.312
C 0.749509 0.047111 -0.088406 -2.676 -0.333 -1.045
C 1.932977 -0.797794 -0.492131 0.046 -1.327 -1.043
C 1.704035 -0.156810 0.947697 1.707 3.539 -1.160
H -2.339344 -1.598610 -1.048650 -3.029 2.290 3.859
H -1.239658 2.689290 -0.189159 1.246 -4.312 0.423
H 2.846989 -0.636801 -1.250687 -2.473 0.421 1.937
H 1.531392 -1.894984 -0.669457 1.069 2.160 1.063
H 2.004388 0.955420 1.233905 0.489 -2.716 -0.662
H 1.445511 -0.740897 1.738148 -0.475 -1.714 2.094
N -2.870598 0.376121 0.136611 4.145 -2.207 -1.040
N -0.862062 1.639866 0.115434 1.324 2.716 -0.662
O -3.170944 -1.014145 -0.011179 2.117 -1.764 -3.170
O 0.393200 1.208909 -0.640619 -0.340 3.935 -0.707
O -0.592498 -0.492472 0.105369 -0.486 -3.770 -0.199
```
Forces are in eV/Å.

Values from the calculation:
- multiplicity = 1
- LUMO energy (eV) = 0.0
- total charge = 0
- ΔE to the lowest compared entry with this formula, charge and spin (kcal per mole) = 245.96
- frontier orbital gap (eV) = 8.53
- total energy (eV) = -13358.313

natural (NBO) charges, unit e, in atom order: C 0.61; C 0.50; C -0.46; C -0.46; H 0.37; H 0.44; H 0.26; H 0.25; H 0.25; H 0.23; N -0.22; N -0.38; O -0.53; O -0.37; O -0.49

=====

Entry 6:
Molecular formula: C4H6N2O4
Method: DFT, ωB97M-V/def2-TZVPD

Geometry as XYZ:
```
16
Properties=species:S:1:pos:R:3:forces:R:3
C -0.724571 0.012796 0.781956 -2.125 4.099 2.264
C -0.404894 -0.588029 -1.533327 3.314 -0.009 -1.803
C 1.210296 -0.626357 -0.880649 -2.030 0.499 0.026
C 1.538257 0.612699 0.164504 -0.983 0.252 -1.737
H 0.828787 -0.891821 2.190283 -3.830 0.273 -2.504
H -0.939178 -1.460239 2.445585 2.731 2.196 -3.713
H -2.193492 1.125129 2.233342 1.455 -1.771 -2.718
H -3.043409 1.024097 0.444478 4.685 -2.067 3.144
H 1.361645 -1.537444 -0.284829 -0.766 0.192 0.026
H 1.927655 -0.803078 -1.660683 0.442 1.021 -0.446
N -0.181747 -1.008619 1.609484 0.694 -1.873 5.142
N -2.043307 0.519841 1.316739 -3.281 2.238 -0.869
O -1.159683 -0.374251 -0.485575 -1.447 0.035 -0.088
O -0.823840 -0.672925 -2.698066 1.634 0.061 4.227
O 2.676387 0.945951 0.351566 -2.204 -0.088 0.376
O 0.296989 1.288496 0.701245 1.710 -5.058 -1.326
```
Forces are in eV/Å.

Values from the calculation:
- multiplicity = 1
- LUMO energy (eV) = 0.2
- total charge = 0
- ΔE to the lowest compared entry with this formula, charge and spin (kcal per mole) = 137.99
- frontier orbital gap (eV) = 10.26
- total energy (eV) = -15410.328

natural (NBO) charges, unit e, in atom order: C 0.78; C 0.84; C -0.65; C 0.80; H 0.43; H 0.44; H 0.41; H 0.41; H 0.26; H 0.25; N -0.93; N -0.90; O -0.52; O -0.55; O -0.52; O -0.55